# C3H9N3

2 unconnected molecules or ions with the total composition C3H9N3 at a distorted geometry (wB97M-V/def2-TZVPD, OMol25).

Properties
Electronic energy ... -283.80338 a.u.
LUMO level (alpha / beta) ... 1.104 / 1.104 eV
HOMO (alpha / beta) ... -0.2732 / -0.2732 Ha

Each line ends with the Mulliken charge.
Cartesian coordinates (Å):
C (-2.523, -0.070, 0.371)  -0.26
C (1.639, 1.012, 0.609)  -0.87
C (0.811, -1.184, 0.102)  -0.43
N (-2.108, -1.105, -0.183)  -0.41
N (0.490, 0.655, -1.278)  -1.01
N (0.925, 0.083, -0.193)  0.64
H (-3.298, 0.657, -0.013)  0.22
H (0.264, 0.117, -2.121)  0.18
H (-2.457, 0.054, 1.432)  0.24
H (1.038, 1.982, 0.615)  0.28
H (1.579, 0.676, 1.588)  0.36
H (2.669, 1.346, 0.356)  0.27
H (0.105, -1.718, -0.501)  0.37
H (1.222, -1.494, 1.019)  0.21
H (-2.353, -1.540, -1.072)  0.21

***

# C4H12NO2

A molecular structure, C4H12NO2 at a distorted geometry (wB97M-V/def2-TZVPD, OMol25).

Properties
Electronic energy ... -364.48756 a.u.
LUMO level ... -3.507 eV
Net charge ... +1
HOMO ... -0.5366 Ha

Each line ends with the Mulliken charge.
Cartesian coordinates (Å):
C (2.202, 0.369, -0.969)  -1.48
C (-2.439, 0.273, -0.018)  -0.57
C (-1.540, -0.986, 0.233)  -0.56
C (1.448, 0.547, 0.270)  0.52
N (0.029, -0.779, 0.037)  -0.35
O (-1.783, 1.510, 0.153)  -0.47
O (2.046, 0.151, 1.381)  -0.45
H (2.378, -0.611, -1.075)  0.54
H (3.097, 0.998, -0.958)  0.38
H (1.695, 0.940, -1.867)  0.36
H (-3.300, 0.053, 0.505)  0.38
H (-2.718, 0.471, -1.133)  0.31
H (-1.547, -1.275, 1.326)  0.38
H (-1.915, -1.841, -0.414)  0.33
H (1.001, 1.551, 0.292)  0.34
H (0.141, -0.832, -0.962)  0.32
H (0.256, -1.545, 0.629)  0.30
H (-1.761, 1.537, 1.136)  0.33
H (2.711, -0.532, 1.434)  0.37

***

# I2NP

2 unconnected molecules or ions with the total composition I2NP at a distorted geometry (wB97M-V/def2-TZVPD, OMol25).

Properties
Electronic energy ... -991.23492 a.u.
LUMO level (alpha / beta) ... -2.325 / -3.596 eV
HOMO (alpha / beta) ... -0.2972 / -0.2553 Ha

Each line ends with the Mulliken charge.
Cartesian coordinates (Å):
N (0.838, 0.682, 0.331)  -0.43
P (-1.906, -0.723, -0.377)  0.06
I (2.305, -0.396, -0.158)  0.34
I (-1.135, -2.975, -0.883)  0.03

***

# C5H9NO

C5H9NO in the gas phase at a distorted geometry (wB97M-V/def2-TZVPD, OMol25).

Properties
Electronic energy ... -325.78667 a.u.
LUMO level ... 0.924 eV
HOMO ... -0.3062 Ha

Each line ends with the Mulliken charge.
Cartesian coordinates (Å):
C (0.378, -0.279, -1.735)  -1.31
C (0.845, 2.440, 0.091)  -0.37
N (0.081, 1.363, 0.058)  -0.08
C (0.490, -0.022, -0.242)  0.19
C (-0.371, -1.015, 0.516)  -0.17
C (-0.966, -0.734, 1.820)  -0.41
O (-1.741, -0.651, 0.623)  -0.46
H (0.712, -1.293, -1.967)  0.36
H (0.972, 0.428, -2.326)  0.35
H (-0.667, -0.175, -2.047)  0.34
H (1.877, 2.014, -0.043)  0.14
H (-0.937, 1.451, 0.128)  0.21
H (1.529, -0.120, 0.097)  0.29
H (-0.199, -2.057, 0.235)  0.40
H (-1.228, -1.565, 2.472)  0.28
H (-0.775, 0.217, 2.319)  0.25

***

# C42H35N10OZn

A molecular structure, C42H35N10OZn (wB97M-V/def2-TZVPD, OMol25).

Properties
Electronic energy ... -4023.58763 a.u.
LUMO level ... 1.883 eV
Net charge ... -1
HOMO ... -0.0621 Ha

Each line ends with the Mulliken charge.
Cartesian coordinates (Å):
Zn (-0.625, -0.131, 0.189)  -0.19
C (-2.480, -4.008, -1.096)  -1.08
C (-1.461, -4.537, -1.885)  -0.36
C (-0.450, -3.718, -2.331)  -0.95
C (-0.471, -2.372, -1.949)  0.07
N (-1.426, -1.857, -1.178)  0.19
C (-2.411, -2.668, -0.780)  -0.34
N (0.517, -1.522, -2.440)  -0.40
C (1.800, -0.758, -0.981)  1.06
N (1.214, -1.427, 0.142)  -1.16
C (1.726, -0.918, 1.265)  0.64
N (1.442, -1.266, 2.501)  -0.78
C (0.222, -1.777, 2.796)  -0.01
C (0.077, -2.457, 4.034)  -0.78
C (-1.149, -2.893, 4.452)  -0.25
C (-2.275, -2.647, 3.656)  -1.05
C (-2.063, -1.982, 2.471)  0.08
N (-0.872, -1.579, 2.020)  0.26
C (2.799, 0.053, 0.934)  -0.74
C (3.637, 0.767, 1.765)  0.06
C (4.531, 1.652, 1.178)  -0.69
C (4.576, 1.804, -0.206)  -1.07
C (3.738, 1.063, -1.034)  0.29
C (2.853, 0.173, -0.449)  0.44
H (-3.293, -4.617, -0.730)  0.39
H (-1.466, -5.585, -2.158)  0.39
H (0.343, -4.090, -2.965)  0.49
H (-3.168, -2.210, -0.156)  0.73
H (0.970, -2.595, 4.629)  0.44
H (-1.247, -3.409, 5.401)  0.38
H (-3.271, -2.946, 3.954)  0.39
H (-2.906, -1.738, 1.831)  0.24
H (3.554, 0.656, 2.838)  0.50
H (5.190, 2.246, 1.801)  0.38
H (5.266, 2.516, -0.643)  0.42
H (3.778, 1.212, -2.104)  0.45
C (5.814, 6.130, -10.621)  -0.85
O (4.601, 6.570, -10.041)  -0.47
C (4.066, 5.801, -9.052)  0.95
C (2.793, 6.165, -8.613)  -0.56
C (2.178, 5.452, -7.607)  -0.53
C (2.814, 4.360, -7.013)  0.14
C (4.082, 4.015, -7.450)  -0.82
C (4.718, 4.724, -8.465)  -0.49
C (2.120, 3.625, -5.940)  0.23
N (1.052, 4.048, -5.318)  -0.83
C (0.761, 3.054, -4.399)  1.15
C (1.674, 2.028, -4.481)  0.02
N (2.545, 2.407, -5.487)  -0.10
C (1.648, 0.867, -3.660)  0.80
C (2.692, -0.158, -3.867)  -0.26
C (2.839, -1.320, -3.236)  -1.71
C (1.944, -1.790, -2.132)  0.38
N (0.552, -0.245, -1.767)  1.55
C (0.649, 0.815, -2.726)  -1.24
C (-0.407, 1.803, -2.694)  -0.45
N (-1.489, 1.544, -1.920)  0.17
C (-2.429, 2.444, -1.849)  -0.29
C (-2.392, 3.677, -2.540)  -0.66
C (-1.347, 3.926, -3.379)  -0.80
C (-0.328, 2.956, -3.493)  0.47
H (5.995, 6.774, -11.478)  0.24
H (5.737, 5.093, -10.956)  0.35
H (6.646, 6.225, -9.919)  0.33
H (2.305, 7.011, -9.078)  0.41
H (1.192, 5.726, -7.258)  0.46
H (4.621, 3.197, -6.987)  0.24
H (5.714, 4.438, -8.770)  0.39
H (3.322, 1.881, -5.840)  0.22
H (3.451, 0.095, -4.601)  0.05
H (3.708, -1.925, -3.469)  0.32
H (2.144, -2.802, -1.784)  0.71
H (-3.271, 2.209, -1.204)  0.31
H (-3.192, 4.393, -2.408)  0.40
H (-1.279, 4.834, -3.962)  0.51
C (-0.561, 3.802, 0.996)  -1.48
C (-0.407, 2.436, 1.715)  1.18
C (-1.780, 2.096, 2.343)  -1.59
C (0.586, 2.646, 2.881)  -1.63
N (0.092, 1.435, 0.845)  0.57
H (-0.891, 4.617, 1.655)  0.43
H (-1.285, 3.701, 0.182)  0.15
H (0.402, 4.069, 0.553)  0.35
H (-2.185, 2.903, 2.973)  0.44
H (-1.690, 1.191, 2.952)  0.26
H (-2.490, 1.890, 1.535)  0.16
H (0.271, 3.432, 3.582)  0.42
H (1.561, 2.921, 2.468)  0.32
H (0.706, 1.706, 3.425)  0.29